Here is 8 unconnected molecules or ions with the total composition C30H56N6O2 in a non-equilibrium geometry from the Open Molecules 2025 dataset. Energies are from the ωB97M-V functional and the def2-TZVPD basis.

Output
Relative energy (zero: lowest compared OMol25 entry of this formula, charge and spin) in kcal per mole: 37.4
DFT total energy in Eh: -1655.49243
HOMO level in eV: -0.46
LUMO level in eV: 2.7
Kohn-Sham gap in eV: 3.16

```
! RIJCOSX wB97M-V def2-TZVPD def2/J DEFGRID3
* xyz -2 1
H 1.665 1.737 0.548
N 2.606 -4.611 -3.744
C -7.165 4.182 -6.233
H 7.572 6.466 0.588
H 2.011 -1.185 1.183
H -7.049 5.858 -3.997
C -0.486 -6.006 -2.625
H -7.141 4.006 -7.308
C 0.460 6.008 -5.658
H -8.006 -0.566 2.158
H 7.286 -7.007 4.442
C 1.675 3.608 -5.474
N -6.309 2.047 -5.003
H 5.417 5.993 1.868
C -6.719 1.103 2.274
C -3.094 -5.949 7.242
H -8.316 0.512 3.532
C -6.683 2.549 2.792
C 1.922 -5.322 -3.175
H 1.235 -7.288 -2.827
C 5.382 -6.020 4.107
N 4.034 4.635 -6.181
C 6.305 4.935 3.447
H -6.853 2.662 3.863
H -8.212 4.237 -5.936
C 1.165 0.867 0.973
H -2.617 -3.967 5.242
H -1.074 -4.703 4.787
C 6.632 -6.798 3.596
H -6.478 1.030 1.213
H -8.841 0.958 1.848
C 7.629 5.774 1.428
H 8.012 -5.182 3.306
H -0.574 -0.274 0.438
C 6.374 5.971 2.389
C 0.034 0.541 0.046
C -6.711 2.992 -5.533
H -1.162 -6.371 6.390
C -8.085 0.476 2.467
H 4.687 -5.781 3.302
H 1.260 6.510 -6.202
C 2.984 4.167 -5.900
H -0.754 -6.036 -4.814
C -1.745 -5.497 6.684
N -8.419 4.160 1.603
H -0.528 6.457 -5.754
N 5.851 -3.977 5.671
H -3.464 -6.681 6.524
C 5.651 -4.847 4.965
C 0.420 4.486 -5.997
H 8.073 3.672 1.645
H 0.360 0.208 -0.940
H -5.470 6.689 -4.275
C -6.329 5.446 -5.946
H 6.345 -7.790 3.247
H 6.528 6.933 2.878
N 6.249 4.119 4.264
H 1.542 2.619 -5.912
C 7.776 4.367 0.860
H 3.086 0.088 1.490
H 8.348 -6.578 2.280
H -5.720 3.041 2.655
H 0.323 4.405 -7.079
H 8.551 6.078 1.924
H -0.637 1.385 -0.118
H -2.134 -5.291 -4.026
C -2.037 -4.889 5.264
C -7.670 3.479 2.153
H 7.010 -5.554 1.884
O -0.979 -4.644 7.444
H 8.599 4.365 0.144
H -6.774 6.307 -6.445
C 1.020 -6.284 -2.462
H -3.016 -6.400 8.231
H -0.792 -5.269 -1.883
H 1.642 3.552 -4.386
H 4.816 -6.646 4.796
H -0.479 4.027 -5.585
H -3.820 -5.147 7.371
H 6.912 3.981 0.319
H 1.236 -6.309 -1.394
H -5.907 0.545 2.741
H 0.722 6.162 -4.611
H -0.605 -4.473 -4.229
C 2.226 -0.164 0.869
H -1.045 -6.921 -2.432
C 7.552 -5.982 2.727
C -1.055 -5.429 -3.960
H -5.618 4.997 -3.972
H 2.661 -0.236 -0.128
H -2.592 -5.601 4.653
C -6.087 5.822 -4.509
H -5.333 5.352 -6.378
O 0.742 1.103 2.278
*
```

Here is a molecular structure, C28H20IrN4O7PSe2 in a non-equilibrium geometry from the Open Molecules 2025 dataset. Energies are from the ωB97M-V functional and the def2-TZVPD basis.

Output
Relative energy (zero: lowest compared OMol25 entry of this formula, charge and spin) in kcal per mole: 21.0
DFT total energy in Eh: -7073.04633
HOMO level (spin up / spin down) in eV: -5.41 / -8.69
LUMO level (spin up / spin down) in eV: -0.8 / -2.2
Kohn-Sham gap (spin up / spin down) in eV: 4.56 / 6.50

```
! RIJCOSX wB97M-V def2-TZVPD def2/J DEFGRID3
* xyz 0 5
C -0.531 -1.799 -3.411
C 4.008 2.410 -0.071
C 0.400 -1.395 7.483
C 5.212 -1.013 2.028
C 2.963 -1.668 2.593
H -0.692 -4.276 -5.739
C -0.856 -2.538 -2.260
C 3.567 0.680 2.534
C 5.613 0.661 -0.495
H -1.072 -2.760 6.723
O 6.004 -1.974 -0.988
O 3.930 -2.329 -1.324
H -0.221 -1.898 -5.546
H 5.610 1.099 2.035
H 0.246 2.559 -4.653
H -0.008 2.519 -1.919
C 4.862 0.326 2.182
Se 0.579 2.277 3.424
H 4.540 -3.049 2.137
C 0.701 -0.566 4.841
N 6.417 2.912 0.078
C 4.565 -0.205 -0.705
C 1.470 0.016 5.855
C 1.564 2.058 -0.001
P 0.906 0.075 3.159
C -0.284 -0.367 -3.329
Se -0.597 -1.287 1.846
O 7.542 2.469 0.073
C -0.737 -3.797 -4.770
O 1.378 3.248 -0.101
C 0.073 1.743 -3.971
C 4.261 -2.007 2.238
O 6.131 4.067 0.282
C -0.480 -2.454 -4.651
C 2.963 1.516 -0.260
H 1.916 0.057 7.948
C -1.046 -4.530 -3.623
O -0.969 -2.033 -1.031
Ir -0.246 -0.379 -0.309
H 6.224 -1.278 1.745
H 3.805 3.442 0.179
C 3.253 0.203 -0.592
C -0.358 -1.981 6.480
C 2.606 -0.317 2.739
C -0.213 -1.570 5.160
N -0.077 0.436 -4.395
H -0.815 -2.030 4.390
H 2.182 0.797 5.613
H 0.277 -1.710 8.511
H -0.034 0.122 -5.346
H 2.492 -0.538 -0.761
H 2.221 -2.444 2.752
H 3.301 1.724 2.651
C -0.047 1.708 -2.629
H 6.638 0.331 -0.578
C 1.318 -0.399 7.168
N -0.267 0.393 -2.241
O 0.636 1.237 0.455
C -1.105 -3.910 -2.398
N 4.854 -1.619 -1.031
C 5.306 1.965 -0.181
H -1.332 -4.462 -1.493
H -1.226 -5.596 -3.698
*
```